Here is a molecular structure, C20H16AuBrN2O4 in a non-equilibrium geometry from OMol25. Energies are from ωB97M-V with the def2-TZVPD basis set.

Its net charge is 0. For the largest force on an atom, the calculation gives 2.25 eV/A. As for the LUMO energy: -3.28 eV. For the energy above the lowest of the compared OMol25 structures with the same formula, charge and spin, the calculation gives 1.753 eV. As for the energy: -3891.817832 Eh. The calculation puts the HOMO energy at -7.688 eV. The spin multiplicity is 1.

Last column: Mulliken charge in e.
Positions of all 44 atoms, in Å:
Au 0.3605 0.5595 0.0612  0.936
Br 2.9416 -1.2903 0.0271  -0.093
O -5.9059 3.7200 -1.1146  -0.666
O -1.2738 0.7079 -3.6221  -0.668
O -3.9904 4.9759 -1.3778  -0.636
O -0.2457 -0.2629 -1.8743  -0.744
N 2.1581 0.8528 -1.4381  -0.001
N -1.8930 0.8697 -0.1440  -0.693
C 1.9990 1.6208 -2.5125  -0.151
C -2.0581 1.1868 -1.4276  0.408
C -0.0600 5.3212 -0.6987  -0.499
C 1.5615 3.7256 0.0779  -0.387
C 3.3952 0.2066 -3.8016  -0.351
C -1.0338 4.7451 0.1109  -0.533
C -1.1182 0.4849 -2.4361  0.432
C -0.7062 3.6698 0.9096  -0.093
C 2.2593 2.1673 -4.9403  -1.420
C -4.7099 3.9911 -1.1723  0.216
C 0.5847 3.1080 0.8816  0.511
C -3.7747 2.7101 -0.8488  0.516
C 0.8750 1.8736 1.5972  -1.536
C -3.0069 2.1094 -1.8369  -0.073
C 3.5726 -0.5968 -2.6841  -0.623
C -3.6697 2.3002 0.4755  -0.141
C 2.5776 1.3302 -3.7398  0.366
C 1.2419 4.8255 -0.6919  -0.551
C 2.8955 -0.2387 -1.5388  0.140
C -2.7000 1.3693 0.7938  -0.818
H 3.8850 -0.0552 -4.7308  0.421
H -4.3119 2.7071 1.2450  0.426
H 2.5674 3.3215 0.0678  0.365
H 2.1869 3.2230 -4.6826  0.365
H 3.0070 2.0401 -5.7207  0.411
H 1.2895 1.8562 -5.3352  0.294
H -3.0886 2.3488 -2.8869  0.559
H -1.4508 3.2313 1.5588  0.572
H -0.3202 6.1610 -1.3287  0.443
H 1.3676 2.4927 -2.3828  0.555
H 2.0043 5.3041 -1.2931  0.450
H -2.5457 1.0227 1.8098  0.457
H 4.1915 -1.4808 -2.7064  0.425
H -2.0436 5.1368 0.1004  0.386
H 1.9260 1.7112 1.8286  0.514
H 0.2277 1.6696 2.4479  0.506